# C33H27Cl3KNOP

C33H27Cl3KNOP as an isolated structure (ωB97M-V/def2-TZVPD, the OMol25 dataset).

Structure (ORCA input):
```
! RIJCOSX wB97M-V def2-TZVPD def2/J DEFGRID3
* xyz -1 1
K -0.13 -1.70 1.45
Cl 0.39 1.35 2.17
C -0.51 2.64 1.44
C -0.79 3.74 2.22
C -1.50 4.80 1.67
C -1.90 4.74 0.34
C -1.60 3.62 -0.43
C -0.90 2.54 0.10
P -0.64 0.96 -0.81
C 1.18 0.90 -1.02
C 2.06 1.95 -0.78
C 3.43 1.76 -0.93
C 3.92 0.53 -1.33
C 3.05 -0.52 -1.58
C 1.69 -0.33 -1.43
C -1.19 1.47 -2.49
C -0.36 2.05 -3.44
C -0.87 2.41 -4.69
C -2.21 2.19 -4.98
C -3.04 1.61 -4.04
C -2.53 1.24 -2.80
H -0.46 3.76 3.25
H -1.73 5.66 2.27
H -2.46 5.55 -0.10
H -1.94 3.59 -1.45
H 1.68 2.91 -0.45
H 4.11 2.58 -0.73
H 4.99 0.37 -1.43
H 3.43 -1.50 -1.85
H 1.00 -1.15 -1.61
H 0.68 2.22 -3.21
H -0.22 2.86 -5.43
H -2.60 2.47 -5.95
H -4.08 1.43 -4.26
H -3.17 0.78 -2.06
Cl -4.33 1.83 1.27
C -4.60 0.11 1.12
C -5.88 -0.33 0.82
C -6.15 -1.67 0.67
Cl -7.78 -2.18 0.29
C -5.11 -2.62 0.80
C -5.30 -4.01 0.64
C -4.24 -4.85 0.76
C -2.97 -4.31 1.04
N -2.76 -3.02 1.20
C -3.80 -2.16 1.10
C -3.49 -0.74 1.31
O -2.34 -0.35 1.62
H -6.68 0.40 0.70
H -6.29 -4.38 0.41
H -4.35 -5.92 0.64
H -2.11 -4.97 1.13
C 5.81 -2.91 3.04
C 5.21 -2.06 1.91
C 5.48 -0.57 2.20
C 5.90 -2.43 0.59
C 3.76 -2.30 1.81
C 2.55 -2.49 1.75
H 6.89 -2.74 3.12
H 5.64 -3.97 2.85
H 5.34 -2.66 3.99
H 6.55 -0.37 2.27
H 5.00 -0.29 3.14
H 5.04 0.04 1.41
H 6.98 -2.25 0.65
H 5.49 -1.84 -0.23
H 5.73 -3.49 0.36
*
```

- ΔE to the lowest compared entry with this formula, charge and spin: 31.67 kJ/mol
- Energy: -101379.593 eV
- Molecular weight: 630.0 g/mol
- HOMO: -0.1580 Ha
- Kohn-Sham gap: 6.7 eV
- Lowest unoccupied orbital energy: 2.4 eV

---

# C12H27F3O3P

A 2-piece molecular cluster, C12H27F3O3P overall in a non-equilibrium geometry (ωB97M-V/def2-TZVPD, the OMol25 dataset).

Structure (ORCA input):
```
! RIJCOSX wB97M-V def2-TZVPD def2/J DEFGRID3
* xyz -1 1
C 3.42 -3.04 1.99
O 3.50 -1.86 1.22
C 2.82 -0.79 1.87
C 2.95 0.45 0.97
C 1.97 1.61 1.31
C 1.66 1.81 2.83
C 0.13 1.66 3.08
C -0.36 0.19 3.22
C -0.87 -0.45 1.89
P -2.49 0.32 1.21
H 4.36 -3.60 1.94
H 3.21 -2.77 3.04
H 2.59 -3.67 1.63
H 3.40 -0.58 2.79
H 1.79 -1.08 2.09
H 3.99 0.80 0.97
H 2.70 0.11 -0.05
H 1.05 1.53 0.71
H 2.45 2.54 0.96
H 2.27 1.19 3.50
H 1.90 2.86 3.08
H -0.10 2.20 4.01
H -0.42 2.18 2.29
H -1.22 0.22 3.91
H 0.38 -0.47 3.69
H -1.12 -1.51 2.12
H -0.06 -0.43 1.15
H -3.15 0.16 2.48
H -1.81 1.51 0.79
H -2.60 -0.75 0.26
H -3.73 0.87 0.67
C -2.65 -0.25 -5.71
C -1.88 -1.31 -4.93
O -0.84 -0.81 -4.13
C -1.17 -0.25 -2.82
O -1.93 -1.04 -2.10
C -1.75 1.20 -2.92
F -1.15 1.93 -3.90
F -1.52 1.89 -1.78
F -3.07 1.29 -3.15
H -1.97 0.51 -6.10
H -3.19 -0.70 -6.54
H -3.39 0.25 -5.09
H -1.39 -1.96 -5.66
H -2.56 -1.95 -4.36
H -0.15 -0.05 -2.43
*
```

- Energy: -36463.007 eV
- Molecular weight: 307.3 g/mol
- HOMO: -0.1418 Ha
- Kohn-Sham gap: 6.8 eV
- Lowest unoccupied orbital energy: 2.9 eV

---

# C23H29N3O5

One molecule with the formula C23H29N3O5 (ωB97M-V/def2-TZVPD, the OMol25 dataset).

Structure (ORCA input):
```
! RIJCOSX wB97M-V def2-TZVPD def2/J DEFGRID3
* xyz 0 1
C 4.46 2.68 -0.98
C 2.99 2.93 -0.65
H 2.40 2.91 -1.57
H 2.86 3.90 -0.16
O 2.56 1.89 0.22
C 1.25 1.85 0.60
C 0.31 2.79 0.22
C -1.01 2.69 0.62
C -1.41 1.64 1.42
C -0.48 0.69 1.81
C 0.86 0.77 1.42
N 1.73 -0.21 1.89
C 3.14 -0.02 2.11
H 3.38 -0.52 3.06
C 3.99 -0.64 0.97
N 3.13 -1.46 0.15
C 3.04 -1.20 -1.17
O 3.80 -0.43 -1.74
C 1.91 -1.87 -1.95
N 0.62 -1.36 -1.52
C -0.34 -2.16 -1.00
O -0.17 -3.36 -0.83
C -1.61 -1.48 -0.64
C -2.40 -2.04 0.35
C -3.58 -1.45 0.74
C -4.01 -0.28 0.13
C -3.23 0.30 -0.90
C -2.04 -0.31 -1.26
H -1.46 0.12 -2.07
O -3.73 1.43 -1.45
C -2.99 2.07 -2.45
H -2.88 1.44 -3.34
H -2.00 2.37 -2.09
H -3.56 2.96 -2.72
O -5.15 0.39 0.44
C -5.99 -0.13 1.44
H -6.36 -1.12 1.18
H -6.83 0.56 1.51
H -5.48 -0.17 2.41
H -4.17 -1.90 1.52
H -2.07 -2.96 0.82
H 0.50 -0.37 -1.52
H 1.90 -2.95 -1.82
H 2.06 -1.63 -3.01
C 2.34 -2.38 0.92
H 1.79 -3.07 0.29
C 1.36 -1.60 1.83
H 1.37 -2.04 2.84
H 0.34 -1.69 1.44
H 3.04 -2.97 1.54
H 4.41 0.14 0.33
H 4.80 -1.25 1.39
H 3.35 1.04 2.21
H -0.79 -0.12 2.45
H -2.43 1.55 1.74
H -1.72 3.45 0.32
H 0.60 3.62 -0.40
H 4.56 1.71 -1.45
H 5.05 2.71 -0.07
H 4.81 3.45 -1.66
*
```

- ΔE to the lowest compared entry with this formula, charge and spin: 149.04 kJ/mol
- Energy: -39029.399 eV
- Molecular weight: 427.5 g/mol
- HOMO: -0.2749 Ha
- SMILES: CCOc1ccccc1N1CCN(C(=O)CNC(=O)c2ccc(OC)c(OC)c2)CC1
- Kohn-Sham gap: 8.1 eV
- Lowest unoccupied orbital energy: 0.7 eV

---

# C2H3FHgO

C2H3FHgO as an isolated structure in a non-equilibrium geometry (ωB97M-V/def2-TZVPD, the OMol25 dataset).

Structure (ORCA input):
```
! RIJCOSX wB97M-V def2-TZVPD def2/J DEFGRID3
* xyz 1 2
H -1.48 1.02 1.17
O 1.11 -1.27 -0.01
C -0.11 -0.88 -0.05
C -0.46 0.46 -0.09
H -0.92 -1.63 -0.04
H -1.22 0.86 -0.76
F 0.68 1.30 -0.08
Hg 2.39 0.15 -0.15
*
```

- ⟨S²⟩: 0.752
- ΔE to the lowest compared entry with this formula, charge and spin: 161.03 kJ/mol
- Energy: -11048.743 eV
- Molecular weight: 262.6 g/mol
- HOMO (alpha / beta): -0.4804 / -0.6100 Ha
- Kohn-Sham gap (alpha / beta): 6.2 / 9.8 eV
- Lowest unoccupied orbital energy (alpha / beta): -6.8 / -6.8 eV

---

# C2H9NS

A 2-piece molecular cluster, C2H9NS overall in a non-equilibrium geometry (ωB97M-V/def2-TZVPD, the OMol25 dataset).

Structure (ORCA input):
```
! RIJCOSX wB97M-V def2-TZVPD def2/J DEFGRID3
* xyz 0 1
S -0.60 -2.61 1.29
H -1.07 -2.56 -0.15
C -0.56 1.06 -1.02
N 0.85 1.39 -0.63
C 1.03 2.85 -0.93
H -0.66 0.00 -0.79
H -0.80 1.31 -2.08
H -1.19 1.69 -0.39
H -0.05 -2.34 2.50
H 1.45 0.67 -1.03
H 1.82 3.35 -0.39
H 1.05 3.03 -2.00
H 0.12 3.37 -0.58
*
```

- ΔE to the lowest compared entry with this formula, charge and spin: 389.98 kJ/mol
- Energy: -14541.252 eV
- Molecular weight: 79.2 g/mol
- HOMO: -0.3208 Ha
- SMILES: CNC.S
- Kohn-Sham gap: 7.3 eV
- Lowest unoccupied orbital energy: -1.4 eV

---

# C4H7BrN3O2

An isolated ion of composition C4H7BrN3O2 and charge +1 in a non-equilibrium geometry (ωB97M-V/def2-TZVPD, the OMol25 dataset).

Structure (ORCA input):
```
! RIJCOSX wB97M-V def2-TZVPD def2/J DEFGRID3
* xyz 1 1
C -0.42 0.38 0.85
C 0.54 -0.90 -0.02
C 1.18 1.23 -0.78
C -1.75 0.00 1.20
N 1.33 -0.22 -0.79
N 0.63 -2.34 0.09
N -0.17 1.44 -0.20
O 0.56 -2.82 1.22
O 0.78 -2.93 -0.98
Br -3.11 -0.15 -0.46
H 1.90 1.80 0.02
H 1.42 1.65 -1.74
H -2.16 0.61 2.02
H -1.60 -0.94 1.81
H 2.16 -0.53 -1.36
H -0.90 1.39 -1.05
H -0.38 2.31 0.16
*
```

- ΔE to the lowest compared entry with this formula, charge and spin: 666.93 kJ/mol
- Energy: -82854.730 eV
- Molecular weight: 209.0 g/mol
- HOMO (alpha / beta): -0.4798 / -0.4797 Ha
- SMILES: O=[N+]([O-])C1=C(CBr)[NH2+]CN1
- Kohn-Sham gap (alpha / beta): 7.2 / 7.2 eV
- Lowest unoccupied orbital energy (alpha / beta): -5.8 / -5.8 eV

---

# H5Li3O3

H5Li3O3 as an isolated structure in a non-equilibrium geometry (ωB97M-V/def2-TZVPD, the OMol25 dataset).

Structure (ORCA input):
```
! RIJCOSX wB97M-V def2-TZVPD def2/J DEFGRID3
* xyz 2 1
Li -3.77 -13.15 -22.32
Li -2.21 -15.36 -22.36
Li -4.13 -15.43 -22.90
O -3.39 -14.49 -22.12
H -2.85 -13.91 -21.54
O -4.05 -15.06 -20.30
H -3.76 -14.66 -21.12
H -3.37 -14.84 -19.67
O -3.55 -12.31 -21.09
H -3.74 -12.69 -20.23
H -2.79 -11.74 -20.95
*
```

- Energy: -6817.216 eV
- Molecular weight: 73.9 g/mol
- HOMO: -0.7255 Ha
- Kohn-Sham gap: 10.0 eV
- Lowest unoccupied orbital energy: -9.7 eV

---

# C4H6N2O

One molecule with the formula C4H6N2O in a non-equilibrium geometry (ωB97M-V/def2-TZVPD, the OMol25 dataset).

Structure (ORCA input):
```
! RIJCOSX wB97M-V def2-TZVPD def2/J DEFGRID3
* xyz 0 1
C -1.87 0.01 0.31
C -0.06 -0.93 -0.79
C -1.28 -1.13 0.05
C 1.07 0.19 -0.22
N -2.31 1.07 0.30
N 0.77 1.48 -0.21
O 1.85 -0.35 0.76
H 0.43 -1.92 -0.71
H -0.26 -0.56 -1.79
H -1.19 -2.02 0.70
H 1.11 2.11 0.52
H -0.12 1.83 -0.53
H 1.85 0.23 1.59
*
```

- ΔE to the lowest compared entry with this formula, charge and spin: 412.35 kJ/mol
- Energy: -9269.228 eV
- Molecular weight: 98.1 g/mol
- HOMO (alpha / beta): -0.2551 / -0.2549 Ha
- Kohn-Sham gap (alpha / beta): 6.4 / 6.4 eV
- Lowest unoccupied orbital energy (alpha / beta): -0.6 / -0.6 eV

---

# C3H10S3

A 2-piece molecular cluster, C3H10S3 overall in a non-equilibrium geometry (ωB97M-V/def2-TZVPD, the OMol25 dataset).

Structure (ORCA input):
```
! RIJCOSX wB97M-V def2-TZVPD def2/J DEFGRID3
* xyz 0 1
C -0.49 -0.15 2.65
S -0.73 -1.37 1.35
S 1.30 -1.78 0.79
H -1.36 0.50 2.64
H 0.33 0.44 2.25
H -0.27 -0.43 3.69
H 1.22 -0.89 -0.25
C -0.86 0.35 -1.08
S 0.45 1.37 -1.81
C -0.48 2.86 -2.17
H -1.77 0.29 -1.71
H -1.11 0.78 -0.12
H -0.64 -0.71 -0.92
H 0.11 3.56 -2.77
H -1.21 2.47 -2.94
H -1.13 3.20 -1.37
*
```

- ΔE to the lowest compared entry with this formula, charge and spin: 91.21 kJ/mol
- Energy: -35777.894 eV
- Molecular weight: 142.3 g/mol
- HOMO: -0.3104 Ha
- SMILES: CSC.CSS
- Kohn-Sham gap: 8.8 eV
- Lowest unoccupied orbital energy: 0.4 eV

---

# C43H40CsN5O10P2S

C43H40CsN5O10P2S as an isolated structure in a non-equilibrium geometry (ωB97M-V/def2-TZVPD, the OMol25 dataset).

Structure (ORCA input):
```
! RIJCOSX wB97M-V def2-TZVPD def2/J DEFGRID3
* xyz -2 1
Cs 1.10 0.83 3.25
C -3.60 -5.30 -2.48
S -4.21 -3.66 -2.93
C -2.75 -2.67 -2.48
C -2.40 -2.70 -1.00
C -1.24 -1.75 -0.74
N -0.76 -1.75 0.65
P -1.55 -0.88 1.91
C -3.05 -1.90 2.24
C -2.96 -3.29 2.21
C -4.04 -4.09 2.57
C -5.23 -3.51 2.99
C -5.32 -2.12 3.05
C -4.24 -1.33 2.68
C -2.30 0.57 1.07
C -3.36 0.50 0.17
C -3.83 1.64 -0.46
C -3.26 2.87 -0.18
C -2.22 2.96 0.72
C -1.74 1.82 1.35
P 0.74 -2.49 1.11
C 0.45 -4.22 0.48
C 0.15 -5.18 1.44
C -0.20 -6.48 1.09
C -0.24 -6.85 -0.24
C 0.09 -5.91 -1.22
C 0.44 -4.62 -0.86
C 1.86 -1.89 -0.21
C 2.94 -2.65 -0.66
C 3.85 -2.12 -1.57
C 3.70 -0.83 -2.04
C 2.63 -0.06 -1.59
C 1.73 -0.58 -0.67
H -4.32 -6.03 -2.84
H -3.48 -5.41 -1.40
H -2.64 -5.49 -2.96
H -2.98 -1.66 -2.81
H -1.91 -3.02 -3.08
H -2.13 -3.71 -0.69
H -3.28 -2.42 -0.42
H -1.49 -0.73 -1.04
H -0.40 -2.04 -1.37
H -2.04 -3.76 1.88
H -3.94 -5.17 2.52
H -6.07 -4.13 3.26
H -6.24 -1.66 3.37
H -4.34 -0.25 2.73
H -3.83 -0.45 -0.04
H -4.64 1.56 -1.18
H -3.62 3.76 -0.69
H -1.75 3.91 0.95
H -0.92 1.91 2.05
H 0.18 -4.89 2.49
H -0.44 -7.20 1.86
H -0.51 -7.86 -0.52
H 0.08 -6.20 -2.27
H 0.71 -3.91 -1.63
H 3.08 -3.66 -0.29
H 4.68 -2.73 -1.90
H 4.41 -0.42 -2.74
H 2.50 0.96 -1.94
H 0.90 0.05 -0.35
O 0.74 3.66 -0.36
C 0.41 4.16 -1.41
C -0.12 3.52 -2.61
C -0.31 4.37 -3.69
C -0.75 3.91 -4.92
C -1.00 2.53 -5.10
C -0.84 1.67 -4.07
C -0.45 2.10 -2.73
O -0.40 1.29 -1.79
N -0.95 4.83 -6.00
O -0.72 6.02 -5.82
O -1.34 4.39 -7.08
H 0.50 5.26 -1.53
H -0.09 5.43 -3.58
H -1.31 2.19 -6.08
H -1.02 0.61 -4.20
N 4.88 0.43 1.37
N 4.93 -0.32 2.56
C 3.68 -0.70 3.15
O 3.71 -0.88 4.38
O 2.68 -0.79 2.40
H 5.77 0.35 0.90
H 4.71 1.42 1.56
H 5.54 0.04 3.28
O 1.75 4.26 5.59
C 1.56 3.95 4.41
O 0.72 3.12 3.94
C 2.49 4.60 3.38
C 2.77 4.02 2.15
C 3.71 4.58 1.29
C 4.34 5.75 1.68
C 4.06 6.38 2.89
C 3.14 5.79 3.74
N 5.34 6.35 0.79
O 5.68 5.73 -0.20
O 5.80 7.44 1.09
H 2.25 3.13 1.83
H 3.93 4.14 0.34
H 4.57 7.29 3.15
H 2.93 6.21 4.71
*
```

- Energy: -103125.296 eV
- Molecular weight: 1013.7 g/mol
- HOMO: -0.1251 Ha
- Kohn-Sham gap: 6.8 eV
- Lowest unoccupied orbital energy: 3.4 eV

---

# C22H22Cl2I2N5Ti

C22H22Cl2I2N5Ti as an isolated structure in a non-equilibrium geometry (ωB97M-V/def2-TZVPD, the OMol25 dataset).

Structure (ORCA input):
```
! RIJCOSX wB97M-V def2-TZVPD def2/J DEFGRID3
* xyz 3 1
Ti -1.18 -0.60 0.23
C 2.87 4.33 -1.99
C 2.18 3.38 -1.13
C 3.01 2.45 -0.48
C 2.51 1.24 0.16
C 1.05 1.23 0.40
N 0.51 0.21 1.06
C 1.06 -1.04 1.28
C 2.13 -1.68 0.52
C 2.79 -2.83 0.95
C 2.28 -3.58 2.03
C 2.78 -4.92 2.42
C 1.26 -3.05 2.79
C 0.57 -1.92 2.33
N -0.71 -1.82 2.78
C -1.26 -2.12 3.99
C -2.58 -1.74 4.00
C -2.86 -1.33 2.66
N -1.73 -1.37 1.90
C 0.21 2.10 -0.37
C 0.75 3.26 -0.93
N -1.17 2.15 -0.20
C -1.91 3.29 -0.09
C -3.21 3.02 0.27
C -3.34 1.63 0.21
N -2.06 1.06 -0.06
H 2.07 4.86 -2.61
H 3.48 3.80 -2.71
H 3.48 5.07 -1.49
H 4.05 2.66 -0.47
H 3.10 0.33 0.29
H 2.41 -1.45 -0.47
H 3.65 -3.22 0.48
H 2.64 -5.10 3.48
H 3.82 -5.12 2.13
H 2.10 -5.64 1.97
H 0.97 -3.56 3.74
H -0.70 -2.56 4.85
H -3.31 -1.72 4.80
H -3.80 -1.19 2.21
H 0.02 3.96 -1.27
H -1.42 4.22 -0.24
H -4.07 3.69 0.40
H -4.22 1.04 0.14
I -1.25 0.06 -7.19
C -2.01 1.73 -6.05
I -0.90 1.83 -3.96
H -3.00 1.60 -5.73
H -1.85 2.60 -6.71
Cl -0.09 -1.77 -1.68
C -1.88 -1.84 -2.27
Cl -3.02 -2.15 -0.70
H -1.96 -2.59 -2.99
H -2.28 -0.90 -2.69
*
```

- Energy: -94951.619 eV
- Molecular weight: 729.0 g/mol
- HOMO (alpha / beta): -0.5803 / -0.5803 Ha
- Kohn-Sham gap (alpha / beta): 4.6 / 4.6 eV
- Lowest unoccupied orbital energy (alpha / beta): -11.2 / -11.2 eV

---

# C4H9NO

One molecule with the formula C4H9NO in a non-equilibrium geometry (ωB97M-V/def2-TZVPD, the OMol25 dataset).

Structure (ORCA input):
```
! RIJCOSX wB97M-V def2-TZVPD def2/J DEFGRID3
* xyz 0 1
C -0.70 -1.36 0.99
C -0.34 -0.31 -0.06
C -1.10 1.01 0.20
C 1.03 0.30 0.18
O 1.29 0.91 1.22
N 1.91 0.34 -0.83
H -0.66 -0.90 1.98
H -0.02 -2.22 0.97
H -1.72 -1.73 0.83
H -0.42 -0.76 -1.07
H -0.28 1.42 1.04
H -1.31 1.50 -0.78
H -2.06 0.86 0.69
H 1.80 -0.23 -1.65
H 2.68 0.98 -0.72
*
```

- ΔE to the lowest compared entry with this formula, charge and spin: 129.76 kJ/mol
- Energy: -7830.975 eV
- Molecular weight: 87.1 g/mol
- HOMO: -0.3542 Ha
- SMILES: CC(C)C(N)=O
- Kohn-Sham gap: 10.5 eV
- Lowest unoccupied orbital energy: 0.9 eV